C5H10NO2 | ωB97M-V with the def2-TZVPD basis set

Kohn-Sham gap (alpha / beta) (eV): 8.01 / 7.91
2S+1: 3
E_tot (hartree): -401.250356
HOMO level (alpha / beta) (hartree): -0.402 / -0.501
LUMO (alpha / beta) (eV): -2.92 / -5.71
ΔE to the lowest compared entry with this formula, charge and spin (kcal per mole): 48.6
Net charge: +1
<S²>: 2.005

Cartesian coordinates (Å):
C1 -1.57318 0.34428 -0.95444
C2 -0.56703 0.87697 -1.96668
C3 3.20848 -1.09121 0.96218
C4 0.48365 0.94205 0.12593
C5 -1.08860 -0.49627 1.35277
N1 -0.92560 0.61221 0.38438
O1 0.62240 1.01624 -1.08594
O2 2.03103 -0.88469 1.02736
H1 -2.54826 0.85211 -1.05003
H2 -1.67309 -0.76385 -0.93437
H3 -0.18231 0.24281 -2.75744
H4 -0.60049 1.88768 -2.28732
H5 3.95075 -0.54325 0.28066
H6 3.67913 -1.98701 1.50187
H7 -1.21292 -1.40619 0.71162
H8 -0.19925 -0.58750 1.99521
H9 -2.01276 -0.40488 1.96955
H10 -1.39194 1.39052 0.72470

Atoms 1-3, force components in eV/Å:
-0.357 -0.878 -0.485
2.187 -0.139 1.624
1.797 -1.313 -0.468